Density functional theory data (ωB97M-V/def2-TZVPD) for a structure of composition C43H33F6NO4OsS3 in a non-equilibrium geometry.

Last column: Mulliken charge in e.
Atoms and positions in Å:
1 Os 0.538 -2.494 0.363  2.367
2 C 5.950 4.395 -0.664  -1.524
3 C 4.786 3.445 -0.545  1.002
4 C 4.943 2.084 -0.800  -1.006
5 C 3.875 1.206 -0.678  -0.604
6 C 2.635 1.712 -0.320  0.023
7 C 2.445 3.058 -0.044  -0.415
8 C 3.525 3.916 -0.170  -0.966
9 S 1.285 0.586 -0.088  1.757
10 O 0.319 1.284 0.833  -0.658
11 C 0.565 0.576 -1.720  1.564
12 C 1.299 -0.155 -2.674  -1.747
13 C 0.928 -0.112 -3.983  -1.162
14 C -0.222 0.611 -4.385  0.639
15 C -0.596 0.663 -5.749  -1.059
16 C -1.741 1.290 -6.133  -0.687
17 C -2.592 1.853 -5.158  -0.984
18 C -2.254 1.825 -3.835  -0.587
19 C -1.026 1.256 -3.411  0.923
20 C -0.585 1.258 -2.032  -0.427
21 C -1.402 1.943 -1.013  0.704
22 C -1.661 3.341 -1.130  0.326
23 C -0.917 4.152 -1.996  -0.297
24 C -1.200 5.509 -2.114  -0.969
25 C -2.233 6.078 -1.379  -0.693
26 C -2.959 5.299 -0.487  -0.819
27 C -2.672 3.936 -0.337  0.728
28 C -3.379 3.142 0.587  -1.349
29 C -3.069 1.791 0.767  -0.660
30 C -2.077 1.211 0.015  0.115
31 S -1.757 -0.576 0.250  1.161
32 O -2.784 -1.257 -0.567  -0.852
33 C -2.219 -0.726 1.972  0.396
34 C -1.632 0.028 2.989  -0.399
35 C -1.965 -0.250 4.302  -0.782
36 C -2.861 -1.273 4.625  0.864
37 C -3.167 -1.587 6.065  -1.567
38 C -3.442 -1.994 3.589  -0.922
39 C -3.120 -1.736 2.263  -0.819
40 H 6.898 3.862 -0.717  0.375
41 H 5.982 5.080 0.184  0.386
42 H 5.853 5.000 -1.568  0.310
43 H 5.918 1.705 -1.084  0.371
44 H 4.010 0.141 -0.843  0.428
45 H 1.473 3.416 0.279  0.583
46 H 3.395 4.972 0.040  0.425
47 H 2.175 -0.715 -2.358  0.521
48 H 1.507 -0.638 -4.735  0.472
49 H 0.045 0.188 -6.483  0.468
50 H -2.012 1.342 -7.180  0.436
51 H -3.525 2.311 -5.461  0.450
52 H -2.940 2.241 -3.111  0.498
53 H -0.107 3.716 -2.568  0.686
54 H -0.610 6.126 -2.779  0.486
55 H -2.461 7.130 -1.495  0.450
56 H -3.752 5.740 0.106  0.518
57 H -4.158 3.600 1.189  0.471
58 H -3.611 1.201 1.495  0.745
59 H -0.924 0.814 2.757  0.680
60 H -1.510 0.330 5.099  0.474
61 H -3.416 -0.680 6.617  0.379
62 H -2.293 -2.028 6.550  0.311
63 H -3.996 -2.288 6.159  0.382
64 H -4.158 -2.775 3.821  0.393
65 H -3.577 -2.285 1.449  0.665
66 O -1.189 -3.487 0.512  -0.204
67 N -1.253 -4.733 -0.030  0.058
68 C -2.339 -5.470 0.266  -0.266
69 C -2.454 -6.737 -0.235  -0.738
70 C -1.428 -7.252 -1.029  -0.217
71 C -0.335 -6.465 -1.323  -0.811
72 C -0.266 -5.174 -0.819  0.739
73 S 1.020 -4.059 -1.187  -0.372
74 H -3.061 -4.997 0.915  0.497
75 H -3.334 -7.319 -0.004  0.441
76 H -1.491 -8.264 -1.409  0.433
77 H 0.480 -6.824 -1.937  0.451
78 C 4.402 -1.922 2.136  -2.015
79 C 2.923 -2.233 1.997  0.876
80 O 2.469 -2.094 0.687  -0.922
81 C 2.680 -3.689 2.480  0.543
82 F 3.228 -4.546 1.621  -0.254
83 F 3.148 -3.940 3.692  -0.242
84 F 1.335 -3.964 2.500  -0.251
85 C 2.093 -1.255 2.853  0.772
86 F 2.401 0.006 2.570  -0.283
87 F 2.182 -1.437 4.158  -0.263
88 F 0.744 -1.388 2.515  -0.270
89 H 4.964 -2.564 1.460  0.474
90 H 4.731 -2.106 3.158  0.442
91 H 4.583 -0.880 1.883  0.397

## Properties
LUMO (alpha / beta) = -0.217 / -0.312 Eh
spin multiplicity = 5
charge = +2
highest occupied orbital energy (alpha / beta) = -0.483 / -0.486 Eh
ΔE to the lowest compared entry with this formula, charge and spin = 57.9 kcal per mole
frontier orbital gap (alpha / beta) = 7.26 / 4.73 eV
<S²> = 6.04